A cluster of 6 separate species, C36H63N7O2 in total. Source: OMol25; level of theory: wB97M-V/def2-TZVPD.

Last column: Löwdin charge in e.
Geometry (Å):
C1 2.0067 -0.3422 0.5714  -0.1083
C2 2.5765 0.4023 -0.6363  -0.2507
C3 1.7025 0.2032 -1.8810  -0.2436
C4 1.8750 1.3001 -2.9289  -0.1979
C5 1.2634 2.6696 -2.5548  -0.1999
C6 -0.0266 2.6140 -1.7393  -0.2232
C7 -1.2127 1.9791 -2.4647  -0.1876
C8 -2.5019 2.0462 -1.6176  -0.1920
C9 -3.4139 0.8195 -1.7550  -0.1873
C10 -3.1095 -0.3137 -0.7585  -0.1839
C11 -2.0709 -1.3717 -1.1603  -0.1250
C12 -2.2260 -2.0772 -2.5302  -0.2062
C13 -1.3361 -1.5761 -3.6850  -0.0217
C14 -2.2808 -0.9714 -4.6925  -0.4656
O1 -2.0261 -0.2452 -5.6136  0.0942
N1 -3.5766 -1.3992 -4.3713  0.1367
C15 -3.6340 -2.1152 -3.1388  -0.2380
O2 -4.0657 -3.4931 -3.4724  0.0448
C16 -4.1430 -4.2785 -2.4518  -0.3693
N2 -4.2084 -4.9809 -1.5452  0.1736
H1 1.1593 0.1900 1.0114  0.0617
H2 2.7585 -0.4574 1.3559  0.0401
H3 1.6837 -1.3474 0.2819  0.0750
H4 2.6496 1.4720 -0.4181  0.1060
H5 3.5875 0.0387 -0.8428  0.1044
H6 1.9433 -0.7647 -2.3364  0.1173
H7 0.6637 0.1270 -1.5482  0.0611
H8 2.9528 1.4513 -3.0624  0.1094
H9 1.5003 0.9722 -3.9026  0.1047
H10 1.9982 3.2616 -2.0020  0.1024
H11 1.0468 3.2089 -3.4831  0.1079
H12 -0.3099 3.6360 -1.4556  0.1100
H13 0.1194 2.0754 -0.7956  0.0951
H14 -0.9812 0.9303 -2.6686  0.0751
H15 -1.3856 2.4845 -3.4182  0.1229
H16 -2.2506 2.2183 -0.5653  0.0848
H17 -3.0698 2.9252 -1.9429  0.1071
H18 -4.4497 1.1348 -1.5926  0.1099
H19 -3.3707 0.4827 -2.7947  0.0937
H20 -2.7314 0.1549 0.1570  0.1086
H21 -4.0344 -0.8172 -0.4605  0.1044
H22 -2.0984 -2.1531 -0.3971  0.1183
H23 -1.0672 -0.9424 -1.1222  0.0915
H24 -1.9387 -3.1151 -2.3437  0.1387
H25 -0.8995 -2.4436 -4.1911  0.1408
H26 -0.5124 -0.9278 -3.3943  0.1019
H27 -4.1671 -1.7013 -5.1324  0.1544
H28 -4.4106 -1.7104 -2.4884  0.1518
C17 2.3630 -2.6514 4.7058  -0.1154
C18 1.9464 -1.6224 5.7474  -0.2532
C19 1.6174 -0.2779 5.0896  -0.2011
C20 2.7834 0.2461 4.3741  -0.2416
N3 3.7071 0.6207 3.8031  0.1437
H29 3.2501 -2.3117 4.1702  0.0411
H30 2.6020 -3.6127 5.1597  0.0748
H31 1.5755 -2.8182 3.9689  0.0805
H32 2.7461 -1.4759 6.4766  0.1112
H33 1.0692 -1.9627 6.2987  0.1059
H34 1.2985 0.4581 5.8248  0.0756
H35 0.8042 -0.3976 4.3708  0.1210
C21 -0.1809 4.0729 8.5658  -0.1078
C22 -0.6047 4.1809 7.1070  -0.2616
C23 -1.6892 3.1664 6.7260  -0.1851
C24 -1.2311 1.7882 6.9064  -0.2158
N4 -0.8439 0.7170 7.0482  0.1654
H36 0.2536 3.0954 8.7791  0.0719
H37 0.5664 4.8285 8.8065  0.0729
H38 -1.0319 4.2172 9.2342  0.0775
H39 0.2600 4.0388 6.4559  0.1112
H40 -0.9939 5.1806 6.9057  0.1058
H41 -1.9813 3.2845 5.6811  0.1061
H42 -2.5814 3.3101 7.3387  0.1216
C25 -1.9671 -2.3756 -8.1730  -0.1157
C26 -1.6230 -3.4621 -9.1819  -0.2590
C27 -1.0777 -4.7294 -8.5132  -0.1936
C28 0.1407 -4.4631 -7.7451  -0.2432
N5 1.0935 -4.2545 -7.1401  0.1440
H43 -1.0809 -2.0520 -7.6263  0.0679
H44 -2.3867 -1.4971 -8.6615  0.0776
H45 -2.6994 -2.7341 -7.4448  0.0695
H46 -0.8857 -3.0857 -9.8933  0.1121
H47 -2.5082 -3.7395 -9.7573  0.1068
H48 -0.8495 -5.4953 -9.2554  0.1161
H49 -1.8196 -5.1452 -7.8282  0.1186
C29 -4.0003 4.5251 1.5753  -0.1054
C30 -2.9918 5.3070 2.4073  -0.2575
C31 -1.5494 5.1016 1.9303  -0.1847
C32 -1.1496 3.6959 2.0111  -0.2396
N6 -0.8712 2.5840 2.0732  0.1615
H50 -3.8221 3.4509 1.6463  0.0685
H51 -5.0164 4.7177 1.9186  0.0732
H52 -3.9421 4.8072 0.5222  0.0759
H53 -3.0677 5.0140 3.4566  0.1017
H54 -3.2148 6.3741 2.3583  0.1089
H55 -0.8497 5.6892 2.5262  0.1175
H56 -1.4454 5.4205 0.8909  0.1189
C33 7.5780 -3.9134 2.8050  -0.1103
C34 7.0874 -2.9746 1.7107  -0.2600
C35 5.6708 -2.4518 1.9705  -0.1922
C36 4.6883 -3.5361 2.0347  -0.2479
N7 3.9094 -4.3779 2.0868  0.1561
H57 6.9502 -4.8031 2.8712  0.0711
H58 8.5986 -4.2399 2.6053  0.0705
H59 7.5677 -3.4195 3.7786  0.0767
H60 7.1095 -3.4843 0.7456  0.1110
H61 7.7541 -2.1142 1.6319  0.1076
H62 5.3578 -1.7637 1.1838  0.1117
H63 5.6299 -1.9029 2.9143  0.1125

Cartesian forces, eV/Å:
C 0.274 -0.067 0.085
C -0.277 -0.119 -0.016
C 0.176 -0.080 0.026
C 0.118 0.149 0.074
C -0.109 -0.149 0.014
C -0.202 0.066 -0.050
C -0.056 -0.034 0.518
C -0.021 0.158 -0.366
C -0.039 0.119 0.138
C 0.204 0.084 0.004
C -0.185 0.112 -0.136
C 0.414 -0.277 0.094
C -0.140 -0.212 0.161
C -0.114 0.089 0.141
O 0.065 -0.086 -0.263
N 0.480 -0.477 0.097
C -0.186 0.291 -0.172
O 0.109 -0.107 -0.020
C 0.002 0.378 -0.395
N -0.036 -0.306 0.381
H -0.047 -0.048 -0.101
H -0.072 0.059 0.014
H -0.029 0.051 0.032
H 0.079 -0.053 0.073
H 0.002 0.134 -0.049
H -0.021 0.027 0.072
H 0.003 0.075 -0.112
H -0.066 -0.052 -0.149
H -0.140 -0.038 0.100
H -0.029 -0.016 -0.033
H 0.145 0.074 0.065
H 0.058 -0.023 -0.005
H 0.091 0.084 -0.024
H -0.006 0.136 -0.158
H 0.090 -0.174 -0.092
H -0.008 -0.118 -0.003
H 0.060 0.004 0.100
H 0.050 -0.016 0.009
H -0.070 -0.023 0.089
H -0.106 -0.088 0.032
H 0.006 0.005 -0.142
H 0.063 0.091 0.032
H -0.042 -0.027 0.002
H -0.149 0.021 -0.016
H 0.088 0.121 -0.068
H -0.128 0.069 -0.038
H -0.274 0.417 0.065
H -0.008 -0.195 0.053
C 0.066 -0.064 0.103
C -0.004 -0.068 -0.101
C 0.105 0.000 0.046
C -0.075 0.039 -0.089
N 0.059 0.002 0.030
H -0.008 -0.041 -0.031
H -0.010 0.001 0.001
H -0.004 0.011 0.001
H -0.005 -0.006 0.007
H -0.036 0.076 -0.015
H -0.021 -0.009 0.004
H -0.005 0.046 -0.009
C 0.016 0.012 -0.012
C 0.039 0.007 0.051
C 0.033 0.026 -0.031
C -0.021 -0.005 -0.016
N -0.016 -0.007 0.038
H -0.019 -0.008 -0.002
H -0.004 -0.001 0.006
H 0.000 -0.002 0.000
H -0.011 -0.002 -0.017
H -0.024 -0.010 -0.025
H -0.019 -0.013 0.002
H -0.002 -0.005 -0.003
C 0.031 0.013 -0.004
C -0.034 0.057 0.033
C 0.001 0.069 -0.050
C -0.006 -0.095 0.018
N 0.002 0.051 0.013
H -0.024 0.010 0.028
H -0.004 -0.004 0.002
H 0.000 -0.012 -0.002
H 0.006 -0.026 -0.008
H 0.012 -0.030 -0.003
H -0.001 -0.013 0.017
H 0.002 -0.013 -0.003
C -0.014 0.006 0.025
C -0.061 -0.033 -0.041
C -0.020 0.005 0.022
C 0.003 0.013 -0.048
N 0.014 -0.074 0.042
H 0.018 0.000 -0.017
H -0.001 0.001 -0.008
H 0.005 -0.005 -0.001
H 0.013 0.013 0.010
H 0.036 0.007 0.008
H 0.005 0.007 -0.018
H 0.018 -0.004 -0.002
C 0.014 -0.004 -0.021
C 0.035 -0.041 0.034
C 0.033 -0.030 -0.019
C -0.077 0.091 -0.003
N 0.036 -0.057 -0.015
H -0.016 0.012 0.010
H 0.000 0.000 0.008
H -0.003 0.000 0.000
H -0.006 0.013 -0.007
H -0.029 0.022 -0.011
H -0.013 0.021 0.021
H -0.025 0.023 -0.012

Results
* calculated total energy: -1943.26028 a.u.
* LUMO energy: 0.317 eV